Entry 1:
61
Properties=species:S:1:pos:R:3:forces:R:3:nbo_charge:R:1 method="wB97M-V/def2-TZVPD" smiles="CC(C)c1ccc(N(CC(=O)NCc2ccco2)C(=O)CCC(=O)Nc2ccccn2)cc1" e_above_lowest_kj_mol=197.2 e_homo_ha=-0.313
C -5.448900 -0.875718 1.450734 0.076 -0.196 -0.176 -0.60
H -5.689298 0.151979 1.711501 -0.034 0.134 0.052 0.20
H -6.316245 -1.496577 1.664143 -0.114 -0.034 0.066 0.21
H -4.622112 -1.202925 2.076848 0.040 -0.010 0.124 0.22
C -5.068042 -0.985733 -0.027505 -0.166 0.132 0.068 -0.24
C -3.792163 -0.226834 -0.291950 0.059 -0.207 -0.076 0.00
C -2.647500 -0.893863 -0.707095 -0.083 0.115 -0.013 -0.19
C -1.457525 -0.221243 -0.910261 0.057 0.200 0.027 -0.23
C -1.394182 1.146539 -0.687275 -0.471 -0.230 0.105 0.20
C -2.544889 1.837703 -0.326981 0.066 -0.055 -0.121 -0.24
C -3.725755 1.151143 -0.121731 0.023 0.000 0.029 -0.21
H -4.605158 1.703124 0.173778 -0.121 0.062 0.038 0.21
H -2.513975 2.912150 -0.212795 0.026 0.081 0.017 0.22
N -0.165959 1.832904 -0.890357 -0.040 -0.068 -0.352 -0.46
C 0.504070 2.537425 0.046383 -0.243 0.179 0.299 0.71
O 1.570286 3.083057 -0.217915 0.178 0.256 0.092 -0.68
C -0.059410 2.598457 1.452837 0.126 0.016 0.099 -0.49
H 0.077798 3.618846 1.816051 -0.033 -0.049 -0.109 0.24
C 0.718738 1.634748 2.364352 -0.219 -0.012 -0.068 -0.48
C 0.426769 0.206279 1.929988 0.274 0.226 0.271 0.69
O -0.618520 -0.344376 2.199659 -0.265 -0.080 0.105 -0.61
N 1.427312 -0.349518 1.195288 0.252 0.147 -0.114 -0.64
C 1.481343 -1.609743 0.605839 -0.107 -0.447 -0.105 0.37
N 2.647348 -1.853645 0.020277 -0.035 0.279 0.215 -0.47
C 2.813090 -3.007446 -0.599108 -0.066 -0.209 -0.060 0.06
C 1.831174 -3.980588 -0.665720 -0.053 -0.049 -0.015 -0.28
C 0.619084 -3.725242 -0.040295 0.214 0.087 -0.048 -0.15
C 0.428671 -2.523110 0.615100 -0.098 -0.013 0.058 -0.29
H -0.494729 -2.282832 1.113188 -0.027 0.025 0.030 0.26
H -0.174940 -4.457624 -0.064351 -0.058 -0.045 0.012 0.22
H 2.006586 -4.906379 -1.190040 0.043 -0.074 -0.047 0.22
H 3.783001 -3.148720 -1.058070 0.067 -0.099 -0.084 0.19
H 2.283292 0.177953 1.040476 -0.127 -0.036 0.091 0.44
H 1.784774 1.856888 2.328714 0.027 0.025 0.013 0.22
H 0.358609 1.758135 3.386755 0.060 -0.079 -0.052 0.24
H -1.112854 2.334090 1.489560 0.096 0.071 0.086 0.24
C 0.424724 1.712215 -2.218200 0.260 0.048 -0.186 -0.31
C 1.576500 0.692214 -2.251120 -0.340 0.426 -0.135 0.67
O 1.412330 -0.463850 -2.582017 -0.120 -0.367 -0.112 -0.63
N 2.759762 1.231718 -1.914620 0.642 0.234 0.250 -0.62
H 2.751830 2.159314 -1.503047 -0.179 -0.132 -0.126 0.44
C 3.968729 0.451860 -1.801079 0.263 -0.337 -0.128 -0.29
C 4.487747 0.435208 -0.398330 -0.511 0.689 0.213 0.38
C 4.230952 1.252162 0.666633 0.165 -0.153 -0.609 -0.41
C 4.994123 0.736868 1.747062 0.353 -0.505 -0.062 -0.31
C 5.652644 -0.343890 1.252999 -0.088 0.412 0.879 0.08
O 5.354241 -0.529381 -0.043609 0.070 -0.132 -0.613 -0.41
H 6.337964 -1.033237 1.703849 0.095 -0.160 -0.040 0.20
H 5.041796 1.123831 2.744448 0.075 0.016 0.228 0.23
H 3.611235 2.127336 0.674502 -0.190 0.167 -0.087 0.25
H 4.730365 0.860664 -2.479347 -0.075 -0.141 0.073 0.21
H 3.733623 -0.570119 -2.111820 0.072 0.149 0.003 0.26
H 0.799811 2.694457 -2.520522 -0.077 -0.099 -0.006 0.23
H -0.353707 1.381561 -2.906644 0.158 0.019 0.091 0.24
H -0.579994 -0.754694 -1.240979 0.130 -0.040 -0.032 0.25
H -2.679769 -1.961500 -0.868447 -0.023 -0.137 -0.006 0.21
C -6.205757 -0.492559 -0.923573 0.164 -0.217 0.042 -0.59
H -6.452663 0.543218 -0.704839 -0.048 0.137 0.016 0.20
H -7.096221 -1.096531 -0.764059 -0.132 -0.022 0.000 0.21
H -5.921814 -0.564320 -1.971268 -0.034 0.026 -0.112 0.21
H -4.888242 -2.041867 -0.256009 0.046 0.079 0.000 0.20

Entry 2:
64
Properties=species:S:1:pos:R:3:forces:R:3:nbo_charge:R:1 method="wB97M-V/def2-TZVPD" e_homo_ha=-0.312
C 4.763170 -1.189823 2.453149 -0.098 -0.083 -0.352 -0.61
C 5.114258 -0.647008 1.068446 -0.311 0.616 0.384 -0.40
C 5.515562 0.837951 1.084605 -0.060 0.033 -0.485 -0.40
C 4.433020 1.782963 0.550475 -0.241 -0.035 0.727 -0.39
C 3.055920 1.666975 1.250817 0.332 0.265 -0.930 -0.41
C 1.937129 1.911815 0.232851 -0.401 0.338 0.303 -0.41
C 0.531385 1.756184 0.762638 0.930 -0.051 -0.298 -0.01
C -0.347755 0.961092 0.100206 -0.066 0.163 0.326 -0.19
C -1.710279 0.758140 0.487204 -0.353 0.076 0.198 -0.30
B -2.545423 -0.185756 -0.458679 0.245 0.065 -0.226 1.14
O -1.844251 -1.175148 -1.147829 -0.646 -0.397 0.272 -0.92
O -3.875529 -0.033618 -0.686240 0.377 -0.115 0.258 -0.70
C -4.605034 -1.197095 -1.081750 -0.793 0.214 -0.357 -0.06
C -6.101033 -0.877227 -1.083557 0.241 -0.225 -0.330 -0.63
C -2.187471 1.376076 1.619227 -0.054 0.070 -0.059 -0.03
C -3.565152 1.228013 2.138145 -0.187 0.111 0.146 0.01
C -4.199741 0.002171 2.275492 0.413 0.093 -0.122 -0.24
C -5.472981 -0.059962 2.790952 -0.638 -0.512 0.168 0.03
N -6.216076 0.982428 3.168847 0.822 0.052 -0.262 -0.41
C -5.584753 2.150204 3.034224 -0.588 0.376 0.233 0.03
C -4.301555 2.327659 2.563671 0.219 -0.153 -0.215 -0.23
C -1.280984 2.221017 2.339843 0.228 0.173 0.427 0.09
N -1.553997 2.889204 3.465635 -0.616 -0.093 0.170 -0.63
S -0.252491 3.676936 3.910300 0.550 -0.100 -0.450 0.97
N 0.769690 3.232225 2.731181 -0.096 0.388 0.603 -0.63
C 0.080040 2.420396 1.941682 -0.555 -0.561 -0.785 0.16
H 5.656888 -1.434087 3.018917 0.089 -0.126 0.133 0.20
H 4.130414 -2.068244 2.341259 0.122 -0.255 0.199 0.21
H 4.193181 -0.469695 3.032773 -0.044 0.170 0.059 0.20
H 5.896244 -1.246565 0.611994 0.060 -0.147 -0.049 0.20
H 4.227931 -0.716634 0.444240 -0.093 -0.229 -0.267 0.20
H 5.795738 1.169308 2.083952 0.137 -0.130 0.157 0.19
H 6.380058 0.968503 0.435417 0.251 0.116 0.114 0.20
H 4.308112 1.655725 -0.519910 0.054 -0.148 -0.215 0.20
H 4.775108 2.801775 0.730599 0.128 0.154 -0.306 0.20
H 2.927709 0.702056 1.727717 -0.096 -0.139 0.125 0.20
H 3.006801 2.466760 1.977092 -0.130 -0.183 0.523 0.22
H 2.039161 2.939325 -0.128510 0.065 0.109 -0.056 0.21
H 2.032260 1.272609 -0.641955 0.162 -0.058 0.116 0.22
H 0.004292 0.450925 -0.781286 0.026 -0.079 -0.158 0.22
H -1.398915 -1.785507 -0.553325 0.466 0.171 -0.117 0.50
H -4.322665 -1.499748 -2.083064 0.357 -0.088 -0.107 0.18
H -4.404533 -2.026456 -0.408600 0.230 -0.025 0.180 0.16
H -6.470065 -0.873287 -2.104454 -0.110 0.210 -0.142 0.21
H -6.667327 -1.646585 -0.570494 -0.106 0.033 0.296 0.21
H -6.275885 0.097756 -0.645481 -0.112 0.057 0.209 0.23
H -3.699231 -0.908308 1.989988 0.098 -0.196 0.017 0.21
H -5.926085 -1.036638 2.909839 -0.134 -0.051 0.004 0.19
H -6.144012 3.029640 3.327103 -0.115 0.037 0.066 0.19
H -3.883263 3.316129 2.521470 0.029 0.207 -0.030 0.23
C 1.100900 -3.234306 -5.413661 0.005 0.006 0.013 -0.17
C 0.716119 -3.671453 -4.153097 0.044 0.050 -0.091 -0.21
C 1.127833 -2.982933 -3.024318 -0.122 -0.150 0.094 -0.20
C 1.919693 -1.860483 -3.179850 -0.051 -0.095 -0.132 0.09
C 2.317895 -1.413010 -4.425656 0.098 0.134 -0.159 -0.21
C 1.903224 -2.109163 -5.549000 -0.070 -0.091 0.037 -0.21
N 2.341132 -1.114318 -1.986413 -0.011 0.073 -0.047 0.52
O 1.987637 -1.532930 -0.901866 0.003 0.000 0.072 -0.38
O 3.006170 -0.109719 -2.152337 0.048 -0.164 -0.064 -0.38
H 0.773494 -3.771831 -6.293658 0.004 -0.006 -0.002 0.22
H 0.092499 -4.548398 -4.049591 -0.004 -0.003 0.019 0.22
H 0.832487 -3.318477 -2.041620 0.060 0.094 0.042 0.24
H 2.939508 -0.535784 -4.524725 -0.005 0.018 0.123 0.25
H 2.203823 -1.771766 -6.531027 0.013 0.017 0.001 0.22

Entry 3:
70
Properties=species:S:1:pos:R:3:forces:R:3:mulliken_spin:R:1 method="wB97M-V/def2-TZVPD" e_above_lowest_kj_mol=130.7 spin_multiplicity=3 e_homo_ha="-0.349 / -0.357" charge=+1
Mo -0.344773 -0.510639 -1.166385 0.656 -0.203 0.648 1.81
O -0.793752 -0.682446 -5.306625 -0.020 -0.008 -0.042 0.03
C -0.390717 -0.526518 -4.171006 0.018 0.037 0.037 0.03
N -1.089405 -0.742511 -3.028057 0.069 0.114 -0.085 0.01
C -2.525038 -0.856482 -3.127414 -0.022 0.023 -0.028 0.00
C -3.113982 0.135257 -2.161913 -0.070 0.043 -0.039 0.02
C -4.431691 0.568804 -2.226325 0.069 -0.052 -0.043 -0.01
C -4.872632 1.519484 -1.329272 -0.052 0.039 0.023 0.01
C -3.982522 2.025035 -0.389856 0.042 -0.017 -0.007 -0.01
C -2.691952 1.540827 -0.376355 -0.081 0.023 0.011 0.01
N -2.267378 0.605160 -1.233394 -0.036 0.050 0.005 -0.07
C 0.969858 0.026155 -3.868883 -0.123 -0.032 -0.002 0.00
C 1.954946 0.132326 -4.828299 0.025 0.049 0.002 -0.01
C 3.171223 0.677199 -4.451320 0.009 -0.012 -0.052 0.01
C 3.342319 1.102512 -3.142532 -0.026 0.018 0.059 -0.01
C 2.300351 0.958869 -2.244517 0.007 0.037 -0.053 0.01
N 1.130190 0.431291 -2.606671 0.109 -0.046 0.009 -0.04
H -2.871935 -1.863949 -2.879570 -0.003 0.033 -0.045 0.00
H -2.850853 -0.641444 -4.147073 0.008 -0.001 -0.003 0.00
H -5.083437 0.167318 -2.990300 -0.011 0.010 0.005 0.00
H -5.892619 1.878139 -1.369311 0.003 0.000 0.002 0.00
H -4.281479 2.789749 0.312690 -0.011 -0.002 -0.003 0.00
H -1.955495 1.918908 0.318713 0.016 -0.012 -0.004 0.00
H 1.743397 -0.211954 -5.830494 0.013 -0.003 -0.001 0.00
H 3.977638 0.767957 -5.166801 -0.003 0.005 0.000 0.00
H 4.274541 1.534524 -2.807809 0.007 0.000 -0.019 0.00
H 2.388940 1.265927 -1.212893 0.000 -0.021 0.002 0.00
Cl 4.378255 -6.650993 -1.170975 -0.030 0.055 0.000 0.00
C 3.477127 -5.166611 -1.143976 0.021 -0.047 -0.005 0.01
C 2.307442 -5.058930 -1.872724 0.011 -0.010 0.006 0.00
C 1.590192 -3.875857 -1.844452 -0.078 -0.087 -0.092 0.00
Cl 0.147639 -3.775802 -2.806929 0.063 0.027 0.031 0.00
C 1.996431 -2.760114 -1.095348 -0.041 -0.039 0.109 0.01
O 1.362368 -1.621100 -1.034231 -0.147 0.184 -0.220 0.02
C 3.200507 -2.930598 -0.386255 0.059 0.041 0.056 0.01
Cl 3.800253 -1.582217 0.552773 -0.076 -0.030 -0.041 0.00
C 3.937256 -4.097914 -0.396345 -0.003 0.010 0.005 -0.01
H 1.951834 -5.888378 -2.466873 -0.004 0.005 -0.002 0.00
H 4.854912 -4.169740 0.169267 -0.002 -0.001 -0.002 0.00
N 0.388511 -0.869804 1.429790 -0.049 0.205 -0.146 0.00
C 0.173603 0.386037 2.119458 0.001 -0.038 0.087 -0.02
C 0.996232 0.598022 3.402718 0.083 -0.078 -0.016 0.00
C 0.208701 0.481318 4.703215 -0.021 0.000 0.075 0.00
C -0.740249 1.647607 4.969821 -0.016 0.079 0.097 0.00
N -0.012886 2.925034 4.983034 0.031 -0.076 -0.037 0.00
C -0.081044 3.884589 4.065667 -0.126 0.010 -0.034 0.00
N -1.194573 4.091086 3.354630 0.094 -0.044 -0.085 0.00
N 0.932143 4.735863 3.923471 0.050 0.023 0.070 0.00
C 0.379907 1.515024 1.105043 -0.038 -0.093 -0.322 0.01
O 0.546649 2.668190 1.483619 -0.069 0.086 0.173 0.02
O 0.303913 1.173442 -0.136227 -0.083 0.332 -0.061 0.02
H 0.085837 -1.675434 1.962793 -0.142 -0.015 -0.094 0.00
H 1.372129 -0.994294 1.205708 0.015 -0.072 -0.028 0.00
H -0.901541 0.440200 2.350105 0.028 -0.011 0.070 0.01
H 1.488048 1.570515 3.358872 -0.003 0.019 -0.023 0.00
H 1.791466 -0.149955 3.409874 0.000 0.013 0.008 0.00
H 0.901362 0.409979 5.547311 0.014 0.000 -0.017 0.00
H -0.378664 -0.440825 4.727309 -0.010 0.012 -0.023 0.00
H -1.230324 1.527037 5.935532 -0.023 -0.012 -0.012 0.00
H -1.531449 1.695719 4.223692 0.063 -0.011 -0.082 0.00
H 0.797748 2.946078 5.583505 0.011 0.006 -0.005 0.00
H -1.946060 3.429783 3.435696 -0.029 0.030 0.051 0.00
H -1.083490 4.499577 2.439573 0.022 -0.045 -0.038 0.00
H 1.836326 4.520169 4.305452 0.023 -0.039 -0.062 0.00
H 0.893415 5.458695 3.225630 -0.037 0.029 0.026 0.00
C -2.609342 -2.598709 -0.436848 -0.055 0.102 -0.067 0.01
O -1.394448 -1.919645 -0.530373 -0.056 -0.535 0.211 0.08
H -3.465390 -1.911786 -0.441538 -0.021 -0.034 0.007 0.00
H -2.630859 -3.175487 0.490724 -0.012 0.020 0.017 0.00
H -2.713628 -3.299269 -1.269516 -0.010 -0.041 0.037 0.00

no.,E_tot (eV)
1,-40531.7331
2,-52057.3971
3,-86485.8915